Record 1
C45H36F12NO2PtSSbTe | ωB97M-V with the def2-TZVPD basis set

XYZ file:
```
100
Properties=species:S:1:pos:R:3:forces:R:3
Pt -0.524205 0.225475 0.012582 0.0 0.0 -1.4
C -0.383842 -6.085255 -3.060204 0.0 0.0 0.1
C -0.299509 -4.628220 -2.686342 0.0 0.0 -0.1
C 0.700154 -3.799390 -3.192436 0.0 0.0 0.0
C 0.732156 -2.462145 -2.871192 0.0 0.0 0.0
C -0.239992 -1.848471 -2.054338 -0.1 0.2 -0.1
N -0.189393 -0.467483 -1.863801 -0.3 -0.6 -0.3
C 0.120023 0.328953 -2.938375 0.1 -0.1 0.1
C -0.185758 -0.091523 -4.254308 0.0 0.0 0.0
C 0.217126 0.604543 -5.372057 0.1 0.1 0.0
C 0.925735 1.798570 -5.256764 -0.1 -0.1 0.0
C 1.377085 2.580453 -6.463640 0.0 0.0 0.0
C 1.130083 2.278438 -3.973634 -0.1 0.1 0.0
C 0.733954 1.598855 -2.823410 0.0 0.1 0.0
C 0.904211 2.256138 -1.451122 0.0 0.2 -0.1
O 1.046391 1.397412 -0.394953 0.4 0.7 0.1
C 2.215754 3.118287 -1.378842 0.0 -0.3 0.1
F 2.525567 3.423917 -0.118821 0.0 0.1 -0.1
F 3.248536 2.426903 -1.893525 0.0 0.0 0.0
F 2.182975 4.295926 -2.046628 0.1 0.1 0.0
C -0.312025 3.251313 -1.307983 0.2 0.0 0.0
F -1.492060 2.641979 -1.437501 0.0 0.0 0.1
F -0.295279 3.886583 -0.128004 0.0 0.0 0.0
F -0.299274 4.214736 -2.262946 -0.1 0.0 0.0
C -1.192076 -2.703508 -1.462398 0.1 0.0 0.1
C -1.206229 -4.057280 -1.810685 0.1 0.0 0.1
C -2.218487 -2.170569 -0.453972 -0.2 -0.2 0.0
O -2.246027 -0.836152 -0.277602 -0.2 -0.1 1.0
C -1.985676 -2.890382 0.919804 0.0 0.1 -0.1
F -0.785246 -2.580087 1.421067 -0.1 0.1 0.0
F -2.026770 -4.245345 0.886423 0.0 0.0 0.1
F -2.913947 -2.510566 1.814668 0.0 -0.1 0.0
C -3.670712 -2.547298 -0.937243 0.1 0.2 -0.1
F -3.786729 -2.396601 -2.271475 0.0 0.0 0.0
F -4.041490 -3.825162 -0.669078 0.0 0.0 -0.1
F -4.600928 -1.769519 -0.378501 0.0 -0.1 0.0
H -0.004654 -6.253454 -4.070039 0.0 0.0 0.0
H -1.416874 -6.435401 -3.025319 0.0 0.0 0.0
H 0.197857 -6.715737 -2.380862 0.0 0.0 0.0
H 1.466009 -4.210238 -3.844493 0.0 0.0 0.0
H 1.510584 -1.831595 -3.283110 0.0 0.0 0.0
H -0.757067 -1.001995 -4.377366 0.0 0.0 0.0
H -0.029713 0.213195 -6.354974 0.0 0.0 0.0
H 1.418074 1.943822 -7.349456 0.0 0.0 0.0
H 2.370062 3.007500 -6.308646 0.0 0.0 0.0
H 0.698835 3.410252 -6.685182 0.0 0.0 0.0
H 1.611193 3.243155 -3.873289 0.0 -0.1 0.0
H -1.963828 -4.698812 -1.378785 0.0 0.0 0.0
C 3.587909 -3.914685 -1.105896 0.0 0.0 0.0
C 4.470786 -3.635343 0.084115 -0.1 0.0 -0.1
C 5.581002 -4.453612 0.304872 0.0 0.0 0.0
C 6.451060 -4.217922 1.356491 0.0 0.0 0.0
C 6.220100 -3.139527 2.200854 0.0 0.0 0.0
C 5.116369 -2.326615 1.986898 0.0 0.0 0.0
C 4.219854 -2.556445 0.940529 -0.1 0.1 0.0
Sb 2.433060 -1.204232 0.771841 0.4 -0.3 0.1
C 2.019027 -1.786952 2.825907 0.1 0.0 0.1
C 2.105982 -0.930081 3.921637 0.0 -0.1 0.0
C 1.896954 -1.376050 5.218502 0.1 -0.1 0.0
C 1.575187 -2.704876 5.441358 0.1 0.0 0.0
C 1.460317 -3.563142 4.361070 0.0 0.0 0.0
C 1.678242 -3.128761 3.055149 0.0 0.0 -0.1
C 1.575820 -4.154058 1.952047 0.1 0.0 0.0
C 3.830648 0.446165 0.945937 -0.1 0.1 0.1
C 3.820362 1.391257 1.967632 0.0 0.0 0.0
C 4.771039 2.401983 2.036768 0.0 0.0 0.0
C 5.755565 2.485009 1.067033 0.0 0.0 0.0
C 5.746743 1.580231 0.016501 0.0 0.0 0.0
C 4.787174 0.576602 -0.074015 -0.1 0.0 0.0
C 4.776724 -0.297155 -1.303264 0.0 0.0 0.1
H 3.640436 -4.964298 -1.402823 0.0 0.0 0.0
H 3.894433 -3.310227 -1.965607 0.0 0.0 0.0
H 2.545708 -3.666753 -0.912116 0.0 0.0 0.0
H 5.758306 -5.292312 -0.361664 0.0 0.0 0.0
H 7.298657 -4.873970 1.520064 0.0 0.0 0.0
H 6.892107 -2.935813 3.026800 0.0 0.0 0.0
H 4.948135 -1.488241 2.655450 0.0 0.0 0.0
H 2.315527 0.117449 3.773753 0.0 0.0 0.0
H 1.965527 -0.678813 6.044629 0.0 0.0 0.0
H 1.401902 -3.068574 6.447597 0.0 0.0 0.0
H 1.190988 -4.601915 4.526279 0.0 0.0 0.0
H 0.802197 -4.887148 2.185419 0.0 0.0 0.0
H 2.526467 -4.680758 1.835912 0.0 0.0 0.0
H 1.321967 -3.710703 0.989147 0.0 0.0 0.0
H 3.025421 1.386795 2.698626 0.0 0.0 0.0
H 4.721515 3.131467 2.836360 0.0 0.0 0.0
H 6.496482 3.275591 1.098000 0.0 0.0 0.0
H 6.484216 1.669504 -0.774878 0.0 0.0 0.0
H 5.339570 0.177640 -2.107765 0.0 0.0 0.0
H 3.755689 -0.451325 -1.664115 0.0 0.0 0.0
H 5.215561 -1.277144 -1.102598 0.0 0.0 0.0
Te -0.200083 1.524783 2.236210 -0.2 -0.1 0.5
C -0.813624 0.478093 3.968498 -0.1 0.0 -0.1
C -1.360582 -0.764727 4.113058 0.0 0.0 0.2
C -1.564242 -1.148468 5.472688 0.0 0.1 -0.1
C -1.172815 -0.192694 6.358036 0.0 0.0 0.0
S -0.554435 1.175627 5.523521 0.0 0.1 0.0
H -1.593367 -1.388176 3.270880 0.0 0.0 0.0
H -1.982774 -2.101517 5.769186 0.0 0.0 0.0
H -1.198586 -0.220371 7.435785 0.0 0.0 0.0
```
Forces are in eV/Å.

The value obtained for the LUMO energy is 4.12 eV. The relative energy (zero: lowest compared OMol25 entry of this formula, charge and spin) is 0.601 eV. Its frontier orbital gap is 5.463 eV. The HOMO energy is -1.34 eV. As for the charge: -2.

Record 2
C45H38AsCl2F3N4O5Y | ωB97M-V with the def2-TZVPD basis set

XYZ file:
```
99
Properties=species:S:1:pos:R:3:forces:R:3
Y -1.843203 0.948001 1.276007 -0.6 -1.1 -0.9
O -4.263816 2.632323 4.426280 0.6 -0.2 0.0
C -3.273598 2.195660 3.869773 -0.1 0.4 -0.4
N -3.013946 0.939386 3.358200 -0.1 0.4 0.6
C -3.679239 -0.149306 3.850653 -0.5 1.2 0.3
O -4.523740 -0.182726 4.737928 0.4 -0.2 -0.3
C -3.183727 -1.415369 3.234991 -0.3 -0.1 -0.3
C -3.686146 -2.604342 3.721342 -0.3 0.3 0.6
C -3.115857 -3.777226 3.288407 -0.2 -0.5 -0.2
C -2.048413 -3.711188 2.406091 -0.9 1.5 -0.1
C -1.671291 -2.464101 1.906742 0.1 -0.4 0.5
N -2.258815 -1.330228 2.274654 0.2 -0.3 0.4
C -2.094448 3.165288 3.551614 -0.5 -0.4 0.5
C -1.911322 4.395477 4.170615 -0.9 0.0 0.5
C -0.808777 5.130142 3.775582 0.1 -0.1 0.3
C 0.112949 4.573138 2.904632 0.7 1.5 -0.1
C -0.149214 3.378102 2.309825 0.0 0.1 0.2
N -1.252589 2.730851 2.628031 0.0 -0.3 0.2
H -4.488216 -2.520907 4.468815 0.5 -0.2 -0.4
H -3.528444 -4.728431 3.619550 0.3 0.1 0.0
H -1.606129 -4.563034 1.995263 0.8 -1.3 -0.3
H -0.798128 -2.358529 1.281588 -0.2 -0.2 -0.4
H -2.648373 4.724472 4.935317 0.6 -0.2 -0.8
H -0.609753 6.124650 4.142723 -0.1 0.1 0.3
H 0.991201 5.158894 2.635410 -0.1 -0.3 0.0
H 0.484412 2.934440 1.559553 0.2 -0.1 -0.1
Cl -2.437302 8.215286 -0.339975 0.1 0.9 -0.2
C -2.099077 6.537555 -0.461485 -0.1 -0.9 0.7
C -0.795212 6.070526 -0.666985 -0.8 -0.1 -0.4
C -0.544117 4.727388 -0.702222 -0.3 -0.5 0.0
Cl 1.005075 4.067491 -1.091274 0.2 0.3 0.0
C -1.539250 3.761054 -0.375375 -0.5 0.0 0.5
O -1.252955 2.520387 -0.317280 -0.2 -0.4 0.1
C -2.831876 4.291922 -0.037272 0.0 0.4 -0.3
C -3.896945 3.521148 0.561916 0.3 -0.9 0.3
O -3.716616 2.484674 1.190219 -0.3 0.3 -0.5
C -3.109005 5.656216 -0.126055 1.4 0.0 -0.5
H -0.020474 6.761030 -0.868097 0.7 0.6 -0.2
H -4.925586 3.914704 0.499951 0.1 0.1 0.0
H -4.059842 6.037695 0.148745 -0.8 0.2 0.1
F -4.698739 0.603629 -0.750150 -0.4 0.6 -0.2
C -3.497152 -0.042306 -0.578862 0.5 0.5 1.0
F -3.916510 -1.324396 -0.344169 -0.3 -1.1 0.4
F -3.008630 -0.135076 -1.854388 0.4 0.2 -0.9
C 0.775035 -6.526963 -3.727155 1.0 1.0 1.4
C 0.741970 -5.063955 -3.199817 0.1 -1.6 -0.8
C -0.386922 -4.605455 -2.590632 0.4 0.5 0.1
C -0.377437 -3.351314 -1.962103 -1.5 0.2 0.5
C -1.738915 -2.918694 -1.414921 1.2 0.3 0.4
C 0.742494 -2.519759 -1.939809 0.1 -0.1 -0.2
As 0.475705 -0.740961 -0.959021 0.2 -0.8 0.8
N 1.093066 -1.035576 0.858609 -0.6 1.0 0.2
C 1.889825 -2.027331 1.427732 -0.2 -0.5 0.0
C 1.714554 -2.441689 2.765055 -0.1 0.1 -0.1
C 2.416254 -3.534870 3.236951 0.0 -0.5 -0.1
C 3.204153 -4.288891 2.367701 0.4 0.0 0.3
C 3.402164 -3.864432 1.065097 -0.5 0.8 0.7
C 2.784113 -2.703965 0.613250 0.2 -0.6 -0.4
C 1.811505 0.446249 -1.699645 0.3 0.2 0.4
C 3.054549 0.827986 -1.112806 -0.7 0.5 -0.9
C 3.622737 0.411228 0.214997 -0.4 -0.3 -0.6
C 3.812689 1.749178 -1.827728 0.1 0.4 -0.6
C 3.381178 2.316755 -3.034784 0.8 -0.1 0.0
C 4.348875 3.153043 -3.878245 -0.4 -1.3 0.5
C 2.130670 1.979932 -3.510282 0.0 -0.1 -0.1
C 1.310778 1.068037 -2.868102 0.6 -0.3 0.6
C -0.096062 0.834882 -3.365521 -0.1 -0.2 -0.1
C 1.853345 -2.979102 -2.700222 0.2 1.7 0.6
C 3.089511 -2.123000 -2.912368 -0.4 -0.9 -0.3
C 1.838870 -4.210402 -3.290010 0.2 -0.9 0.0
H 1.254248 -7.159395 -2.957904 0.1 0.3 -0.3
H 1.354107 -6.614361 -4.629529 0.1 -0.1 -0.5
H -0.184828 -6.985740 -3.829569 -0.8 0.1 -0.4
H -1.261098 -5.235792 -2.642470 -0.4 0.2 0.4
H -2.144998 -3.638415 -0.701117 -0.1 -0.1 -0.3
H -2.371544 -2.770952 -2.282220 -0.5 0.0 0.2
H -1.652867 -1.965025 -0.881126 -0.3 -0.4 -0.3
H 1.008411 -1.897017 3.383808 0.4 -0.2 -0.1
H 2.327219 -3.848851 4.280391 -0.1 0.1 -0.3
H 3.730734 -5.176887 2.709845 -0.1 0.1 0.1
H 4.060444 -4.413063 0.448669 0.6 -0.5 -0.8
H 2.928501 -2.363145 -0.412661 -0.1 -0.3 0.5
H 3.939297 -0.612445 0.213110 0.0 -0.7 0.0
H 2.892679 0.525447 0.994820 -0.1 0.1 0.5
H 4.512877 0.968896 0.414824 0.4 0.6 0.2
H 4.803159 2.020067 -1.458486 -0.2 0.0 0.0
H 5.218420 3.378818 -3.288355 0.4 0.3 0.2
H 3.945570 4.036713 -4.309471 -0.6 0.9 0.0
H 4.657074 2.553927 -4.730121 0.2 -0.2 -0.1
H 1.794260 2.415315 -4.427952 -0.2 0.3 -0.5
H -0.252944 1.264631 -4.353124 0.2 0.1 -0.1
H -0.772378 1.362896 -2.686606 -0.2 -0.3 0.0
H -0.402886 -0.226852 -3.440841 0.2 0.5 0.2
H 2.906198 -1.270259 -3.537006 -0.3 0.5 -0.3
H 3.814993 -2.738378 -3.427323 0.4 -0.1 0.0
H 3.505827 -1.751938 -2.001770 0.4 0.2 0.5
H 2.752020 -4.546666 -3.764615 0.0 -0.1 -0.2
O 0.561602 0.002334 2.900026 0.0 0.2 -2.3
C 0.394034 -0.059158 1.643727 0.1 -0.1 1.3
```
Forces are in eV/Å.

The value obtained for the LUMO energy is 2.09 eV. The relative energy (zero: lowest compared OMol25 entry of this formula, charge and spin) is 0.265 eV. Its frontier orbital gap is 7.066 eV. The HOMO energy is -4.97 eV. As for the charge: -1.